[1]
The following is a quantum chemistry calculation of a cluster of 6 separate species, CH15NO5 in total, from OMol25.

```
! RIJCOSX wB97M-V def2-TZVPD def2/J DEFGRID3
* xyz 0 1
C -2.380 -0.801 -0.934
N -1.577 -1.626 -0.003
H -1.910 0.024 -1.499
H -3.216 -0.317 -0.419
H -2.945 -1.309 -1.737
H -1.356 -2.476 -0.494
H -0.862 -0.977 0.277
O 0.793 -2.734 -0.993
H 0.949 -2.375 -0.116
H 1.277 -2.104 -1.550
O 3.099 0.451 -1.680
H 3.758 0.715 -2.326
H 2.494 1.189 -1.822
O -0.484 2.234 0.138
H -0.386 1.444 -0.376
H -1.014 2.114 0.922
O -1.426 0.143 2.158
H -2.153 -0.489 2.113
H -0.795 -0.366 2.683
O 3.067 2.294 1.735
H 2.221 1.834 1.769
H 2.844 3.132 2.153
*
```

As for the max |F|: 0.050 hartree/bohr. The energy above the lowest of the compared OMol25 structures with the same formula, charge and spin is 41.94 kcal per mole. As for the HOMO-LUMO gap: 9.526 eV.

=====

[2]
The following is a quantum chemistry calculation of a cluster of 6 separate species, CH15NO5 in total, from OMol25.

```
! RIJCOSX wB97M-V def2-TZVPD def2/J DEFGRID3
* xyz 0 1
C -0.522 2.432 1.981
N -0.810 1.952 0.530
H -1.074 3.327 2.353
H -0.457 1.596 2.721
H 0.697 2.614 1.931
H -1.118 2.761 -0.070
H -1.566 1.242 0.622
O 2.568 -0.874 0.707
H 1.907 -0.862 -0.125
H 2.227 -0.208 1.248
O -2.603 -4.624 2.073
H -2.018 -3.927 1.753
H -1.927 -5.217 2.531
O 1.106 1.003 -1.525
H 0.645 1.588 -0.758
H 1.167 1.730 -2.152
O -0.294 0.960 -6.261
H -0.693 0.532 -7.014
H 0.406 1.707 -6.550
O 0.756 -2.857 2.271
H 0.036 -2.309 1.823
H 1.568 -2.564 1.913
*
```

As for the max |F|: 0.092 hartree/bohr. The energy above the lowest of the compared OMol25 structures with the same formula, charge and spin is 61.52 kcal per mole. As for the HOMO-LUMO gap: 10.682 eV.

=====

[3]
The following is a quantum chemistry calculation of a cluster of 6 separate species, CH15NO6 in total, from OMol25.

```
! RIJCOSX wB97M-V def2-TZVPD def2/J DEFGRID3
* xyz -1 2
N -0.825 -1.635 2.953
C 0.266 -1.099 2.176
O -0.019 0.011 1.341
H -1.266 -0.975 3.570
H -1.360 -2.224 2.328
H 0.977 -0.599 2.844
H 0.802 -1.881 1.673
H -0.253 -0.278 0.446
H -1.131 2.126 -2.310
H -2.241 1.192 -3.032
O -1.337 1.273 -2.733
H 1.839 1.768 -2.768
H 2.320 2.493 -1.487
O 1.563 2.067 -1.892
H -1.058 2.169 0.116
H -1.634 1.290 1.182
O -1.695 2.194 0.840
H 3.242 -0.904 -1.012
H 2.191 -0.898 0.234
O 3.096 -1.032 -0.057
H -1.891 -1.621 -1.803
H -0.381 -1.895 -1.489
O -1.206 -1.541 -1.119
*
```

As for the max |F|: 0.046 hartree/bohr. The energy above the lowest of the compared OMol25 structures with the same formula, charge and spin is 16.43 kcal per mole. The expectation value of S² is 0.75. As for the HOMO-LUMO gap (spin up / spin down): 2.884 / 10.253 eV.

=====

[4]
The following is a quantum chemistry calculation of a cluster of 7 separate species, CH15O7 in total, from OMol25.

```
! RIJCOSX wB97M-V def2-TZVPD def2/J DEFGRID3
* xyz -1 1
C -1.539 1.330 0.771
O -0.543 1.061 1.800
H -1.372 2.344 0.538
H -1.226 0.644 -0.019
H -2.500 1.073 1.122
H 1.384 1.875 1.021
H 1.673 0.433 0.657
O 1.967 1.366 0.491
H 1.817 -0.826 -1.902
H 1.011 -1.346 -0.676
O 1.253 -1.508 -1.648
H 0.368 1.447 -2.172
H 1.571 1.743 -1.156
O 1.310 1.589 -2.126
H -0.508 -1.501 1.307
H -2.111 -1.417 1.428
O -1.385 -1.919 1.097
H -0.682 -1.508 -2.189
H -1.427 -1.592 -0.884
O -1.567 -1.319 -1.771
H 0.059 0.369 1.483
H 1.495 -1.312 1.808
O 0.951 -1.026 1.019
*
```

As for the max |F|: 0.072 hartree/bohr. The energy above the lowest of the compared OMol25 structures with the same formula, charge and spin is 16.72 kcal per mole. As for the HOMO-LUMO gap: 9.830 eV.

=====

[5]
The following is a quantum chemistry calculation of a cluster of 7 separate species, CH15O7 in total, from OMol25.

```
! RIJCOSX wB97M-V def2-TZVPD def2/J DEFGRID3
* xyz -1 1
C 0.712 1.401 3.164
O -0.370 1.895 2.397
H 1.485 2.177 3.226
H 0.318 1.131 4.140
H 1.172 0.542 2.691
H -1.669 -0.468 2.379
H -1.312 -0.533 0.891
O -1.955 -0.882 1.562
H -2.282 -1.168 -1.713
H -1.033 -0.359 -1.259
O -1.534 -0.674 -2.058
H 1.203 -2.364 -0.177
H 0.711 -1.095 0.462
O 1.128 -1.942 0.684
H 0.729 0.469 -1.215
H 2.047 -0.219 -1.743
O 1.296 0.305 -2.025
H -0.146 -1.060 -4.412
H 0.647 -0.033 -3.653
O 0.576 -0.434 -4.543
H -0.340 1.505 1.488
H -1.062 1.152 -0.325
O -0.320 0.655 0.037
*
```

As for the max |F|: 0.021 hartree/bohr. The energy above the lowest of the compared OMol25 structures with the same formula, charge and spin is 13.14 kcal per mole. As for the HOMO-LUMO gap: 9.870 eV.

=====

[6]
The following is a quantum chemistry calculation of a structure of composition CH16B3N2NiO, from OMol25.

```
! RIJCOSX wB97M-V def2-TZVPD def2/J DEFGRID3
* xyz -1 3
Ni -0.530 -0.761 0.111
B -0.704 -2.557 1.399
H -1.682 -2.102 1.444
H -0.502 -2.742 0.355
H -0.041 -1.767 1.716
H -0.677 -3.457 1.994
B 0.141 -0.836 -1.932
H -0.511 -1.591 -1.520
H 0.347 -1.107 -2.956
H -0.255 0.165 -1.863
H 0.951 -0.873 -1.220
B -2.324 0.398 0.722
H -1.749 0.001 1.545
H -1.772 1.294 0.482
H -2.277 -0.255 -0.136
H -3.292 0.683 1.103
C 1.550 1.571 0.019
O 0.857 0.658 0.481
N 1.783 2.774 0.558
N 2.240 1.371 -1.026
H 2.652 3.250 0.363
H 1.156 3.114 1.274
H 2.185 0.485 -1.509
H 2.454 2.283 -1.402
*
```

As for the max |F|: 0.094 hartree/bohr. The expectation value of S² is 2.00. As for the HOMO-LUMO gap (spin up / spin down): 8.113 / 8.092 eV.

=====

[7]
The following is a quantum chemistry calculation of a cluster of 6 separate species, CH16N2O5 in total, from OMol25.

```
! RIJCOSX wB97M-V def2-TZVPD def2/J DEFGRID3
* xyz 0 1
N -1.815 -0.670 0.884
C -1.612 0.367 -0.132
N -0.573 1.303 0.239
H -1.040 -1.337 0.726
H -2.669 -1.181 0.671
H -1.324 -0.033 -1.084
H -2.537 0.915 -0.330
H -0.862 1.846 1.038
H 0.286 0.874 0.535
O 1.747 -0.756 -2.517
H 2.583 -0.627 -2.956
H 1.251 0.053 -2.670
O -0.559 0.242 3.317
H -1.060 -0.064 2.543
H -1.007 0.972 3.740
O 2.001 -0.292 1.265
H 1.619 -0.184 2.138
H 1.442 -0.965 0.848
O 0.052 1.923 -2.374
H 0.011 1.996 -1.389
H -0.468 2.689 -2.703
O 0.395 -1.981 -0.507
H 0.815 -2.819 -0.337
H 1.003 -1.529 -1.131
*
```

As for the max |F|: 0.021 hartree/bohr. The energy above the lowest of the compared OMol25 structures with the same formula, charge and spin is 0.00 kcal per mole. As for the HOMO-LUMO gap: 10.550 eV.

=====

[8]
The following is a quantum chemistry calculation of a cluster of 7 separate species, CH16O6 in total, from OMol25.

```
! RIJCOSX wB97M-V def2-TZVPD def2/J DEFGRID3
* xyz 0 1
C -1.932 -2.012 0.210
H -2.988 -2.205 0.385
H -1.408 -2.071 1.166
H -1.770 -1.050 -0.255
H -1.563 -2.894 -0.318
O -0.546 2.225 -1.717
H -0.410 2.947 -2.342
H -1.146 2.610 -1.066
O 1.893 -1.572 -0.045
H 1.234 -1.249 -0.676
H 1.404 -1.906 0.713
O 3.332 0.315 1.544
H 3.713 -0.131 2.307
H 3.163 -0.405 0.898
O -2.476 2.187 1.088
H -1.607 1.778 0.985
H -3.081 1.450 1.226
O 0.747 -0.545 -2.933
H 0.111 0.068 -2.526
H 1.538 0.008 -2.913
O 0.306 0.666 1.169
H 0.211 1.117 2.019
H 1.273 0.668 1.080
*
```

As for the max |F|: 0.025 hartree/bohr. The energy above the lowest of the compared OMol25 structures with the same formula, charge and spin is 14.21 kcal per mole. As for the HOMO-LUMO gap: 11.914 eV.

=====

Q: Which of these has the highest max |F|?
A: CH16B3N2NiO